No. 1
{"formula": "C4H26NO10S", "method": "the ωB97M-V functional and the def2-TZVPD basis", "species": ["C", "C", "S", "C", "N", "C", "O", "H", "H", "H", "H", "H", "H", "H", "H", "H", "H", "O", "H", "H", "O", "H", "H", "O", "H", "H", "O", "H", "H", "O", "H", "H", "O", "H", "H", "O", "H", "H", "O", "H", "H", "O"], "coordinates": [[1.901, 2.969, 0.100], [1.459, 2.551, 1.481], [-0.347, 2.915, 2.057], [2.698, 1.774, -0.545], [2.409, 1.313, -1.803], [1.029, 1.062, -2.281], [3.750, 1.542, 0.001], [1.095, 3.286, -0.537], [2.623, 3.800, 0.128], [1.519, 1.445, 1.595], [2.089, 3.017, 2.292], [3.082, 0.457, -2.109], [0.454, 1.263, -1.277], [1.056, 0.026, -2.609], [0.622, 1.564, -3.145], [1.608, -3.234, -2.307], [0.225, -3.571, -1.702], [0.765, -2.850, -2.102], [-0.207, 1.278, 4.376], [1.074, 0.823, 3.770], [0.339, 0.530, 4.262], [1.896, -2.427, 0.722], [2.698, -1.563, -0.237], [2.738, -2.154, 0.545], [0.152, -2.540, 3.032], [0.085, -0.855, 3.216], [-0.045, -1.633, 2.750], [-1.782, 1.414, -0.910], [-2.239, 0.419, -1.989], [-2.291, 1.434, -1.791], [-1.521, -1.525, -3.511], [-1.335, -1.432, -2.061], [-1.899, -1.019, -2.734], [-1.868, -1.981, 0.311], [-3.164, -2.468, -0.627], [-2.191, -2.351, -0.562], [-3.951, -0.928, 0.067], [-4.117, -0.061, -1.280], [-4.552, -0.531, -0.584], [-2.083, -1.221, 2.423], [-1.709, 0.201, 1.855], [-2.065, -0.734, 1.718]], "mulliken_charge": [-0.474, -0.543, -0.646, 0.198, -0.171, -0.404, -0.614, 0.406, 0.277, 0.077, 0.279, 0.304, 0.072, 0.179, 0.204, 0.263, 0.291, -0.548, 0.290, 0.289, -0.722, 0.302, 0.285, -0.614, 0.256, 0.439, -0.565, 0.339, 0.243, -0.649, 0.318, 0.309, -0.638, 0.384, 0.274, -0.602, 0.274, 0.376, -0.642, 0.252, 0.181, -0.532], "homo_energy_ev": -3.484, "orbital_gap_ev": 5.60, "mol_weight_g_mol": 280.3, "de_lowest_kj_mol": 396.6, "charge": -1, "lumo_ha": 0.078}


No. 2
{"formula": "C2H7NO3", "method": "the ωB97M-V functional and the def2-TZVPD basis", "species": ["O", "C", "N", "C", "O", "H", "H", "H", "H", "H", "O", "H", "H"], "coordinates": [[0.765, -0.463, 0.548], [1.604, 0.082, -0.135], [1.951, -0.298, -1.379], [1.453, -1.525, -2.035], [0.245, -1.963, -1.559], [2.252, 0.833, 0.304], [2.851, 0.014, -1.690], [2.213, -2.331, -1.957], [1.544, -1.322, -3.118], [-0.010, -1.460, -0.787], [-4.926, 3.391, 3.953], [-4.109, 2.916, 4.016], [-4.974, 3.889, 3.135]], "mulliken_charge": [-0.627, 0.113, -0.212, -0.238, -0.528, 0.360, 0.238, 0.240, 0.258, 0.395, -0.639, 0.319, 0.320], "homo_energy_ev": -9.781, "orbital_gap_ev": 10.41, "mol_weight_g_mol": 93.1, "de_lowest_kj_mol": 135.5, "lumo_ha": 0.023}


No. 3
{"formula": "C3H7NO2", "method": "the ωB97M-V functional and the def2-TZVPD basis", "species": ["C", "C", "N", "O", "C", "O", "H", "H", "H", "H", "H", "H", "H"], "coordinates": [[0.227, -1.487, 0.071], [-0.283, -0.065, -0.096], [-0.625, 0.514, 1.202], [-1.352, -0.010, -0.975], [0.799, 0.959, -0.502], [0.563, 1.831, -1.305], [-0.559, -2.084, 0.525], [1.106, -1.509, 0.711], [0.481, -1.897, -0.902], [-1.139, 1.382, 1.094], [0.283, 0.743, 1.680], [-1.288, 0.831, -1.460], [1.788, 0.791, -0.043]], "mulliken_charge": [-1.371, 0.889, -0.651, -0.581, -0.061, -0.514, 0.370, 0.297, 0.342, 0.274, 0.283, 0.373, 0.350], "homo_energy_ev": -9.508, "orbital_gap_ev": 10.32, "mol_weight_g_mol": 89.1, "de_lowest_kj_mol": 140.9, "lumo_ha": 0.030}


No. 4
{"formula": "C35H35MgN8O3", "method": "the ωB97M-V functional and the def2-TZVPD basis", "species": ["Mg", "N", "O", "O", "O", "N", "C", "C", "C", "C", "C", "H", "H", "H", "H", "H", "N", "C", "C", "C", "C", "C", "H", "H", "H", "H", "H", "N", "C", "C", "C", "C", "C", "H", "H", "H", "H", "H", "N", "C", "C", "C", "C", "C", "H", "H", "H", "H", "H", "N", "C", "C", "C", "C", "C", "H", "H", "H", "H", "H", "N", "C", "C", "C", "C", "C", "H", "H", "H", "H", "H", "N", "C", "C", "C", "C", "C", "H", "H", "H", "H", "H"], "coordinates": [[-25.270, 20.105, -16.628], [-21.822, 17.252, -17.395], [-21.905, 16.322, -18.143], [-22.758, 18.056, -17.257], [-20.854, 17.563, -16.804], [-25.407, 21.006, -19.923], [-24.916, 20.220, -20.927], [-25.122, 20.414, -22.297], [-25.575, 21.609, -22.746], [-25.981, 22.518, -21.819], [-25.875, 22.179, -20.477], [-24.407, 19.351, -20.537], [-24.813, 19.690, -23.037], [-25.642, 21.810, -23.805], [-26.477, 23.423, -22.134], [-26.506, 22.851, -19.914], [-25.126, 18.877, -13.421], [-26.088, 18.281, -12.704], [-26.059, 17.586, -11.510], [-24.730, 17.495, -10.908], [-23.663, 18.103, -11.555], [-23.890, 18.754, -12.761], [-27.083, 18.226, -13.120], [-26.969, 17.102, -11.188], [-24.720, 17.221, -9.864], [-22.744, 18.137, -10.990], [-23.035, 19.023, -13.363], [-23.210, 16.053, -24.345], [-23.766, 16.009, -25.551], [-25.016, 15.543, -25.786], [-25.822, 15.271, -24.732], [-25.235, 15.210, -23.506], [-23.890, 15.527, -23.282], [-23.192, 16.344, -26.402], [-25.361, 15.497, -26.809], [-26.858, 14.985, -24.838], [-25.901, 14.935, -22.701], [-23.474, 15.410, -22.292], [-23.561, 23.062, -16.303], [-22.181, 23.249, -16.328], [-21.564, 24.458, -16.471], [-22.310, 25.621, -16.446], [-23.711, 25.498, -16.205], [-24.250, 24.232, -16.097], [-21.493, 22.447, -16.550], [-20.506, 24.572, -16.657], [-21.820, 26.575, -16.570], [-24.392, 26.326, -16.066], [-25.279, 24.081, -15.804], [-17.237, 20.428, -21.323], [-16.361, 20.850, -20.341], [-16.110, 20.138, -19.157], [-16.730, 18.933, -18.961], [-17.589, 18.397, -20.000], [-17.858, 19.233, -21.120], [-15.901, 21.789, -20.612], [-15.361, 20.559, -18.502], [-16.625, 18.308, -18.086], [-17.961, 17.394, -19.853], [-18.543, 18.868, -21.871], [-26.979, 16.880, -17.580], [-28.038, 16.899, -18.449], [-28.642, 15.788, -19.100], [-28.021, 14.520, -18.825], [-26.903, 14.504, -18.050], [-26.418, 15.672, -17.436], [-28.394, 17.869, -18.763], [-29.427, 15.848, -19.838], [-28.324, 13.607, -19.317], [-26.386, 13.579, -17.842], [-25.592, 15.449, -16.777], [-17.724, 18.835, -9.502], [-16.776, 17.946, -9.169], [-16.397, 16.830, -9.881], [-17.042, 16.655, -11.117], [-18.023, 17.623, -11.561], [-18.260, 18.719, -10.733], [-16.402, 17.929, -8.156], [-15.556, 16.270, -9.500], [-16.691, 15.896, -11.800], [-18.427, 17.697, -12.560], [-18.943, 19.520, -10.980]], "mulliken_charge": [1.521, 0.933, -0.610, -0.631, -0.614, -0.060, -0.465, -0.482, -0.202, -0.441, -0.235, 0.508, 0.419, 0.393, 0.361, 0.300, -0.118, -0.111, -0.468, -0.222, -0.545, -0.277, 0.285, 0.368, 0.377, 0.404, 0.411, -0.559, -0.133, -0.336, -0.282, -0.208, -0.403, 0.367, 0.339, 0.386, 0.379, 0.455, -0.113, -0.352, -0.393, -0.149, -0.529, -0.208, 0.375, 0.367, 0.394, 0.366, 0.345, -0.553, -0.135, -0.418, -0.211, -0.315, -0.234, 0.383, 0.359, 0.380, 0.360, 0.386, -0.179, -0.213, -0.529, -0.227, -0.401, -0.145, 0.300, 0.380, 0.401, 0.369, 0.331, -0.547, -0.137, -0.331, -0.259, -0.459, -0.174, 0.342, 0.363, 0.364, 0.416, 0.422], "homo_energy_ev": -9.736, "orbital_gap_ev": 2.49, "mol_weight_g_mol": 640.0, "charge": 1, "lumo_ha": -0.266}


No. 5
{"formula": "C3H18F3O7P", "method": "the ωB97M-V functional and the def2-TZVPD basis", "species": ["O", "C", "C", "P", "C", "F", "F", "F", "H", "H", "H", "H", "H", "H", "O", "H", "H", "O", "H", "H", "O", "H", "H", "O", "H", "H", "O", "H", "H", "O", "H", "H"], "coordinates": [[-2.266, -1.277, 1.431], [-1.960, -0.137, 0.505], [-1.484, 1.199, 1.327], [0.375, 1.268, 1.759], [-0.869, -0.621, -0.666], [-1.716, -1.344, -1.687], [-0.270, 0.547, -1.391], [0.160, -1.504, -0.045], [-1.573, -1.257, 2.167], [-2.973, 0.051, -0.100], [-1.783, 2.187, 0.732], [-2.073, 1.178, 2.365], [1.209, 1.518, 0.606], [0.825, 0.112, 2.498], [-0.306, -0.012, -4.276], [-0.446, -0.171, -3.331], [0.477, -0.542, -4.489], [-2.867, 2.192, -4.294], [-2.062, 1.743, -3.997], [-2.650, 2.495, -5.189], [-1.121, 3.148, -6.729], [-0.315, 2.699, -6.432], [-0.904, 3.451, -7.623], [2.743, -1.095, 2.834], [2.811, -1.316, 1.893], [3.611, -1.332, 3.194], [0.506, -0.764, 4.816], [0.483, -1.222, 5.670], [1.451, -0.705, 4.608], [4.238, -3.119, 4.526], [4.322, -3.524, 5.403], [4.429, -3.846, 3.914]], "mulliken_charge": [-0.526, -0.040, -0.790, 0.051, 0.757, -0.272, -0.263, -0.235, 0.350, 0.316, 0.343, 0.348, 0.044, -0.015, -0.621, 0.299, 0.271, -0.636, 0.295, 0.341, -0.622, 0.309, 0.306, -0.563, 0.256, 0.294, -0.608, 0.282, 0.323, -0.605, 0.301, 0.308], "homo_energy_ev": -8.249, "orbital_gap_ev": 8.42, "mol_weight_g_mol": 254.1, "lumo_ha": 0.006}


No. 6
{"formula": "C29H45IrN4O5S2", "method": "the ωB97M-V functional and the def2-TZVPD basis", "species": ["Ir", "N", "C", "C", "O", "O", "H", "H", "H", "H", "C", "S", "C", "O", "H", "H", "H", "H", "H", "H", "C", "N", "N", "C", "O", "C", "C", "C", "C", "C", "C", "C", "C", "C", "H", "H", "H", "H", "H", "H", "H", "H", "H", "H", "H", "H", "C", "C", "C", "S", "O", "C", "C", "C", "H", "H", "H", "H", "H", "H", "H", "H", "H", "H", "H", "H", "H", "H", "C", "C", "C", "C", "C", "C", "C", "C", "N", "H", "H", "H", "H", "H", "H", "H", "H", "H"], "coordinates": [[0.233, 0.163, 0.088], [-0.983, -0.073, 2.135], [-1.834, -1.278, 2.073], [-1.715, -1.968, 0.725], [-1.977, -3.150, 0.613], [-1.361, -1.172, -0.270], [-0.446, -0.013, 2.989], [-1.590, 0.743, 2.063], [-2.882, -0.993, 2.173], [-1.595, -1.998, 2.847], [4.924, 0.778, -1.104], [3.641, -0.330, -0.528], [3.942, -1.651, -1.693], [2.363, 0.337, -1.031], [4.682, 1.086, -2.122], [5.889, 0.267, -1.060], [4.929, 1.640, -0.437], [4.879, -2.149, -1.437], [3.975, -1.226, -2.697], [3.107, -2.345, -1.595], [0.367, -6.315, 0.736], [0.703, -4.992, 1.241], [1.114, -3.953, 0.439], [1.132, -2.805, 1.174], [1.468, -1.693, 0.654], [0.799, -3.172, 2.495], [0.508, -4.516, 2.481], [0.039, -5.408, 3.576], [1.505, -4.118, -0.927], [0.792, -3.490, -1.936], [1.198, -3.664, -3.253], [2.290, -4.466, -3.555], [3.001, -5.086, -2.534], [2.614, -4.905, -1.215], [0.330, -6.290, -0.347], [-0.615, -6.603, 1.104], [1.104, -7.055, 1.046], [0.751, -2.499, 3.338], [0.136, -4.901, 4.533], [0.621, -6.329, 3.610], [-1.010, -5.676, 3.434], [-0.068, -2.884, -1.688], [0.643, -3.182, -4.050], [2.582, -4.619, -4.586], [3.860, -5.705, -2.765], [3.171, -5.367, -0.406], [-5.754, 0.898, -0.345], [-4.955, 1.599, -1.445], [-3.493, 1.159, -1.531], [-2.375, 1.862, -0.303], [-2.991, 1.678, 1.056], [-2.518, 3.644, -0.720], [-3.273, 4.425, 0.351], [-2.382, 4.799, 1.533], [-6.786, 1.253, -0.343], [-5.324, 1.085, 0.636], [-5.772, -0.181, -0.514], [-5.018, 2.684, -1.321], [-5.410, 1.374, -2.412], [-3.029, 1.425, -2.489], [-3.383, 0.080, -1.390], [-2.993, 3.700, -1.700], [-1.490, 4.004, -0.806], [-4.120, 3.839, 0.708], [-3.673, 5.328, -0.114], [-2.024, 3.899, 2.038], [-2.933, 5.398, 2.259], [-1.516, 5.380, 1.199], [1.158, 3.496, 2.692], [1.355, 4.100, 1.328], [1.785, 5.395, 1.165], [1.945, 5.953, -0.106], [1.690, 5.195, -1.254], [1.265, 3.892, -1.169], [0.985, 3.062, -2.389], [1.070, 3.312, 0.146], [0.618, 2.097, 0.265], [1.890, 3.889, 3.399], [1.241, 2.411, 2.656], [0.162, 3.741, 3.077], [2.008, 5.991, 2.044], [2.273, 6.981, -0.204], [1.837, 5.638, -2.232], [1.451, 3.503, -3.268], [-0.092, 2.994, -2.576], [1.356, 2.046, -2.258]], "mulliken_charge": [1.377, -0.600, -0.547, 0.548, -0.721, -0.874, 0.273, 0.156, 0.417, 0.450, -1.118, 0.628, -0.388, -0.667, 0.315, 0.445, 0.361, 0.503, 0.418, -0.440, -1.093, 0.062, 1.163, 0.026, -0.550, -1.177, 0.671, -1.790, -0.945, 0.035, -0.805, -0.472, -0.773, 0.343, 0.411, 0.382, 0.345, 0.623, 0.400, 0.410, 0.359, 0.490, 0.443, 0.421, 0.404, 0.518, -1.236, -0.326, -1.068, 1.243, -0.924, -0.649, -0.674, -0.960, 0.389, 0.248, 0.353, 0.217, 0.424, 0.468, 0.380, 0.610, -0.031, 0.259, 0.514, 0.049, 0.444, 0.264, -1.456, 0.883, -0.599, -0.774, -0.728, 1.035, -0.889, 0.215, 0.122, 0.476, 0.168, 0.207, 0.467, 0.437, 0.460, 0.480, 0.104, -0.035], "homo_energy_ev": [-9.918, -10.929], "orbital_gap_ev": [8.32, 6.77], "mol_weight_g_mol": 786.1, "de_lowest_kj_mol": 0.0, "charge": 1, "spin_multiplicity": 6, "lumo_ha": [-0.059, -0.153]}